# 1
Density functional theory data (wB97M-V/def2-TZVPD) for C21H36CrN5S as an isolated structure at a distorted geometry.

Geometry as XYZ:
```
64
Properties=species:S:1:pos:R:3:mulliken_spin:R:1
Cr 0.696 0.332 0.228 4.170
N 0.464 2.524 -0.416 -0.026
C 1.554 3.106 -1.244 -0.005
C 2.892 2.948 -0.540 0.018
N 3.194 1.573 -0.335 0.006
C 3.779 0.924 -1.498 0.011
C 3.030 -0.406 -1.677 0.005
N 1.556 -0.201 -1.780 -0.014
C 4.032 1.359 0.851 0.004
C 3.286 1.658 2.146 0.007
N 2.164 0.713 2.263 0.036
H -0.476 2.637 -0.772 -0.001
H 0.413 2.988 0.485 0.008
H 1.405 4.146 -1.461 0.001
H 1.560 2.617 -2.215 -0.005
H 2.898 3.446 0.403 -0.007
H 3.692 3.531 -1.076 0.001
H 4.878 0.721 -1.332 0.001
H 3.651 1.575 -2.352 -0.002
H 3.193 -1.007 -0.805 -0.002
H 3.449 -0.884 -2.515 0.004
H 1.152 -1.154 -1.820 0.006
H 1.293 0.416 -2.513 0.013
H 5.024 1.890 0.752 0.000
H 4.275 0.268 0.840 -0.005
H 2.876 2.699 2.136 -0.004
H 4.049 1.593 2.971 0.002
H 1.541 1.123 2.966 0.002
H 2.478 -0.137 2.702 0.001
S -1.350 0.975 1.636 -0.043
C -2.498 1.443 0.404 -0.030
C -2.368 1.161 -0.981 0.035
C -3.349 1.577 -1.903 0.002
C -4.465 2.311 -1.482 0.004
C -4.629 2.480 -0.147 -0.002
C -3.667 2.060 0.784 -0.002
H -1.480 0.655 -1.351 -0.020
H -3.175 1.423 -2.985 0.000
H -5.208 2.673 -2.168 0.000
H -5.497 3.015 0.292 0.000
H -3.800 2.288 1.844 0.001
C -4.310 -2.124 0.069 0.001
N -2.954 -2.445 0.583 0.001
C -2.817 -2.063 2.010 0.008
C -1.829 -1.932 -0.305 0.188
C -0.556 -2.581 0.078 -0.107
C -0.472 -3.927 -0.164 -0.007
C 0.659 -4.674 0.191 0.024
C 1.743 -3.947 0.704 -0.006
C 1.728 -2.558 0.797 -0.056
C 0.588 -1.789 0.487 -0.109
H -5.075 -2.451 0.695 0.000
H -4.396 -2.562 -0.923 0.000
H -4.404 -1.054 -0.122 0.000
H -2.769 -3.441 0.497 0.000
H -2.718 -0.964 2.032 -0.006
H -1.875 -2.511 2.429 -0.001
H -3.627 -2.475 2.599 0.001
H -1.777 -0.845 -0.167 -0.115
H -2.255 -2.123 -1.319 0.007
H -1.351 -4.387 -0.646 0.000
H 0.709 -5.770 0.116 0.002
H 2.661 -4.441 0.966 -0.002
H 2.586 -1.990 1.055 0.007
```

Summary:
multiplicity: 5
energy: -69062.811 eV
HOMO energy (spin up / spin down): -9.678 / -9.848 eV
total charge: +1

---

# 2
Density functional theory data (wB97M-V/def2-TZVPD) for a 2-piece molecular cluster, C2H9N4O overall at a distorted geometry.

Geometry as XYZ:
```
16
Properties=species:S:1:pos:R:3:mulliken_charge:R:1
C 0.350 -0.387 -1.036 0.225
C 0.231 1.249 1.598 -0.551
N -0.362 0.588 -1.597 -0.348
N 1.597 -0.514 -1.405 -0.424
N -0.401 -0.917 0.980 0.149
N -1.326 -1.800 0.772 -0.217
O -0.827 0.333 1.197 -0.150
H 1.203 1.090 1.178 0.288
H 0.381 1.407 2.664 0.320
H -0.142 2.201 1.197 0.285
H -0.227 1.130 -2.509 0.243
H -1.026 -2.721 0.559 0.267
H 1.921 0.248 -1.994 0.216
H -2.277 -1.572 0.773 0.234
H 2.290 -0.891 -0.894 0.219
H -1.385 0.557 -1.481 0.246
```

Summary:
multiplicity: 1
energy above the lowest of the compared OMol25 structures with the same formula, charge and spin: 152.0 kcal/mol
energy: -10216.658 eV
HOMO energy (spin up / spin down): -12.837 / -12.838 eV
total charge: +1

---

# 3
Density functional theory data (wB97M-V/def2-TZVPD) for C15H24AsCoN2P2S4 as an isolated structure at a distorted geometry.

Geometry as XYZ:
```
49
Properties=species:S:1:pos:R:3:mulliken_charge:R:1
Co -0.040 0.093 -0.274 0.120
S -3.174 -1.748 2.934 -0.467
As -1.341 -0.870 2.465 0.447
S -1.575 0.884 1.147 -0.339
S -0.267 -1.937 0.838 -0.399
S 0.009 -0.419 4.013 -0.516
C -1.717 3.045 -1.091 -1.519
P -0.706 1.685 -1.739 1.196
C 0.412 2.540 -2.890 -1.408
C -1.920 0.889 -2.857 -1.334
C -1.632 -0.583 -3.055 -1.327
P -1.325 -1.389 -1.417 1.240
C -0.783 -3.019 -2.041 -1.321
C -3.025 -1.645 -0.868 -1.380
H -2.148 3.614 -1.915 0.458
H -1.111 3.702 -0.463 0.400
H -2.505 2.623 -0.469 0.507
H -0.170 3.196 -3.533 0.443
H 0.967 1.826 -3.501 0.341
H 1.134 3.133 -2.325 0.374
H -1.938 1.420 -3.811 0.563
H -2.895 1.026 -2.383 0.406
H -0.753 -0.729 -3.689 0.528
H -2.464 -1.083 -3.551 0.660
H -1.479 -3.348 -2.816 0.449
H -0.773 -3.732 -1.225 0.454
H 0.226 -2.959 -2.461 0.286
H -3.576 -2.127 -1.678 0.448
H -3.484 -0.692 -0.609 0.393
H -3.051 -2.262 0.029 0.358
N 1.556 0.298 1.348 -0.260
C 2.856 0.331 0.801 -0.297
C 3.977 0.737 1.460 -0.585
C 5.245 0.663 0.832 -0.588
C 5.370 0.185 -0.438 -1.003
C 4.213 -0.188 -1.166 0.976
C 4.258 -0.616 -2.509 -0.680
C 3.097 -0.854 -3.180 -1.271
C 1.876 -0.653 -2.515 -0.125
N 1.775 -0.314 -1.247 0.437
C 2.949 -0.092 -0.548 0.273
H 1.327 -0.658 1.592 0.371
H 1.439 0.822 2.210 0.234
H 3.895 1.089 2.483 0.439
H 6.127 0.971 1.383 0.397
H 6.343 0.102 -0.913 0.388
H 5.221 -0.725 -2.999 0.422
H 3.094 -1.175 -4.213 0.452
H 0.948 -0.780 -3.057 0.362
```

Summary:
multiplicity: 1
energy above the lowest of the compared OMol25 structures with the same formula, charge and spin: 6.8 kcal/mol
energy: -179311.785 eV
HOMO energy: -6.806 eV

---

# 4
Density functional theory data (wB97M-V/def2-TZVPD) for a 4-piece molecular cluster, C4H13NO3 overall at a distorted geometry.

Geometry as XYZ:
```
21
Properties=species:S:1:pos:R:3:mulliken_charge:R:1
C -1.045 2.388 1.210 -0.849
C -1.168 1.067 0.870 -0.159
C -1.320 0.026 1.880 0.914
C -1.047 0.236 3.120 -1.065
N -1.151 -1.264 1.387 -0.490
H -0.674 3.247 0.596 0.229
H -1.303 2.727 2.184 0.207
H -1.085 0.753 -0.044 0.446
H -1.027 1.183 3.620 0.205
H -0.719 -0.562 3.801 0.207
H -1.669 -1.707 0.625 0.216
H -0.881 -1.953 1.991 0.144
O 1.214 -1.194 -0.808 -0.633
H 0.661 -1.136 -1.506 0.267
H 0.702 -1.224 -0.005 0.360
O -0.255 -4.523 -1.107 -0.635
H 0.535 -4.335 -1.676 0.325
H -0.922 -4.252 -1.760 0.310
O 3.800 3.876 -4.968 -0.641
H 3.125 3.623 -4.305 0.322
H 4.228 3.026 -5.103 0.318
```

Summary:
SMILES: C=CC(=C)N.O.O.O
multiplicity: 1
energy above the lowest of the compared OMol25 structures with the same formula, charge and spin: 84.3 kcal/mol
energy: -11988.815 eV
HOMO energy: -8.298 eV

---

Please write out number 1 again, unchanged.
Density functional theory data (wB97M-V/def2-TZVPD) for C21H36CrN5S as an isolated structure at a distorted geometry.

Geometry as XYZ:
```
64
Properties=species:S:1:pos:R:3:mulliken_spin:R:1
Cr 0.696 0.332 0.228 4.170
N 0.464 2.524 -0.416 -0.026
C 1.554 3.106 -1.244 -0.005
C 2.892 2.948 -0.540 0.018
N 3.194 1.573 -0.335 0.006
C 3.779 0.924 -1.498 0.011
C 3.030 -0.406 -1.677 0.005
N 1.556 -0.201 -1.780 -0.014
C 4.032 1.359 0.851 0.004
C 3.286 1.658 2.146 0.007
N 2.164 0.713 2.263 0.036
H -0.476 2.637 -0.772 -0.001
H 0.413 2.988 0.485 0.008
H 1.405 4.146 -1.461 0.001
H 1.560 2.617 -2.215 -0.005
H 2.898 3.446 0.403 -0.007
H 3.692 3.531 -1.076 0.001
H 4.878 0.721 -1.332 0.001
H 3.651 1.575 -2.352 -0.002
H 3.193 -1.007 -0.805 -0.002
H 3.449 -0.884 -2.515 0.004
H 1.152 -1.154 -1.820 0.006
H 1.293 0.416 -2.513 0.013
H 5.024 1.890 0.752 0.000
H 4.275 0.268 0.840 -0.005
H 2.876 2.699 2.136 -0.004
H 4.049 1.593 2.971 0.002
H 1.541 1.123 2.966 0.002
H 2.478 -0.137 2.702 0.001
S -1.350 0.975 1.636 -0.043
C -2.498 1.443 0.404 -0.030
C -2.368 1.161 -0.981 0.035
C -3.349 1.577 -1.903 0.002
C -4.465 2.311 -1.482 0.004
C -4.629 2.480 -0.147 -0.002
C -3.667 2.060 0.784 -0.002
H -1.480 0.655 -1.351 -0.020
H -3.175 1.423 -2.985 0.000
H -5.208 2.673 -2.168 0.000
H -5.497 3.015 0.292 0.000
H -3.800 2.288 1.844 0.001
C -4.310 -2.124 0.069 0.001
N -2.954 -2.445 0.583 0.001
C -2.817 -2.063 2.010 0.008
C -1.829 -1.932 -0.305 0.188
C -0.556 -2.581 0.078 -0.107
C -0.472 -3.927 -0.164 -0.007
C 0.659 -4.674 0.191 0.024
C 1.743 -3.947 0.704 -0.006
C 1.728 -2.558 0.797 -0.056
C 0.588 -1.789 0.487 -0.109
H -5.075 -2.451 0.695 0.000
H -4.396 -2.562 -0.923 0.000
H -4.404 -1.054 -0.122 0.000
H -2.769 -3.441 0.497 0.000
H -2.718 -0.964 2.032 -0.006
H -1.875 -2.511 2.429 -0.001
H -3.627 -2.475 2.599 0.001
H -1.777 -0.845 -0.167 -0.115
H -2.255 -2.123 -1.319 0.007
H -1.351 -4.387 -0.646 0.000
H 0.709 -5.770 0.116 0.002
H 2.661 -4.441 0.966 -0.002
H 2.586 -1.990 1.055 0.007
```

Summary:
multiplicity: 5
energy: -69062.811 eV
HOMO energy (spin up / spin down): -9.678 / -9.848 eV
total charge: +1